Entry 1:
This record from the OMol25 dataset describes C37H45BN5O8PS2Si2 as an isolated structure at a distorted geometry. The level of theory is ωB97M-V with the def2-TZVPD basis set.

Summary:
M = 849.89 Da
Lowest unoccupied orbital energy = -0.8 eV
Strongest force on any atom = 4.4 eV/Å

Element x y z (Å)
C  5.873  4.091  2.197
C  4.518  4.908  2.153
C  3.216  3.995  1.999
C  1.976  4.962  1.752
Si  3.397  2.572  0.737
C  1.700  2.171  -0.021
C  0.600  1.963  1.124
C  -0.460  0.867  0.731
S  -1.880  0.948  1.953
C  -3.403  0.781  0.938
S  -4.069  -0.702  0.664
N  -4.042  1.939  0.331
C  -5.118  2.482  1.134
C  -5.238  2.343  2.585
C  -6.374  2.884  3.349
C  -7.451  3.609  2.651
C  -7.325  3.787  1.208
C  -6.191  3.241  0.461
C  -3.087  2.954  -0.094
C  -2.524  3.970  0.807
C  -1.545  4.931  0.286
C  -1.145  4.846  -1.131
C  -1.689  3.845  -2.048
C  -2.671  2.904  -1.504
O  4.666  2.759  -0.389
Si  4.249  3.642  -1.789
B  3.540  5.454  -1.448
O  2.177  5.858  -1.530
O  4.504  6.448  -1.128
C  3.149  2.617  -3.009
C  2.417  3.376  -3.995
C  1.522  2.682  -4.929
C  1.542  1.230  -4.730
C  2.383  0.661  -3.702
N  3.200  1.260  -2.782
P  3.953  0.750  1.944
N  2.752  -0.483  1.547
O  3.767  1.049  3.607
H  5.780  3.076  2.658
H  6.307  4.094  1.168
H  6.585  4.681  2.845
H  4.512  5.752  1.416
H  4.415  5.397  3.170
H  3.059  3.537  3.021
H  2.376  6.014  1.697
H  1.410  4.780  0.804
H  1.264  4.951  2.623
H  1.801  1.161  -0.521
H  1.298  2.943  -0.732
H  1.117  1.647  2.069
H  0.032  2.930  1.243
H  -0.895  1.078  -0.276
H  0.007  -0.143  0.823
H  -4.444  1.806  3.164
H  -6.455  2.741  4.454
H  -8.323  3.992  3.236
H  -8.126  4.336  0.662
H  -6.161  3.410  -0.639
H  -2.818  4.003  1.886
H  -1.095  5.703  0.951
H  -0.411  5.588  -1.524
H  -1.379  3.771  -3.114
H  -3.085  2.107  -2.166
H  5.517  3.847  -2.532
H  2.130  6.404  -2.341
H  4.143  7.031  -0.428
H  2.528  4.484  -4.047
H  0.915  3.215  -5.692
H  0.915  0.568  -5.370
H  2.372  -0.463  -3.634
H  2.387  -0.885  2.420
H  3.216  -1.205  0.991
H  2.826  1.254  3.771
C  -0.672  -5.404  0.521
C  -0.147  -6.128  -0.544
C  0.904  -5.608  -1.287
C  1.424  -4.364  -0.952
C  0.901  -3.632  0.105
C  -0.152  -4.156  0.842
N  2.552  -3.824  -1.721
O  2.970  -4.487  -2.653
O  3.009  -2.744  -1.383
H  -1.489  -5.815  1.102
H  -0.557  -7.099  -0.792
H  1.305  -6.179  -2.114
H  1.301  -2.659  0.366
H  -0.566  -3.594  1.671
C  -2.751  -12.329  -1.803
C  -2.602  -10.972  -2.065
C  -2.444  -10.076  -1.017
C  -2.432  -10.550  0.287
C  -2.588  -11.903  0.559
C  -2.749  -12.793  -0.493
N  -2.241  -9.609  1.396
O  -2.125  -8.425  1.124
O  -2.204  -10.063  2.525
H  -2.869  -13.027  -2.624
H  -2.606  -10.614  -3.087
H  -2.328  -9.021  -1.232
H  -2.585  -12.274  1.576
H  -2.869  -13.851  -0.293

Entry 2:
This record from the OMol25 dataset describes C37H45Cl2F6N2O3PbSSbSi as an isolated structure. The level of theory is ωB97M-V with the def2-TZVPD basis set.

Summary:
M = 1139.78 Da
Lowest unoccupied orbital energy (spin up / spin down) = -3.6 / -4.9 eV
Spin multiplicity = 2
Total charge = +1
Strongest force on any atom = 0.6 eV/Å
Energy above the lowest of the compared OMol25 structures with the same formula, charge and spin = 7.8 kcal per mole

Element x y z (Å)
Pb  -1.470  0.492  0.252
S  0.451  0.830  4.756
C  0.718  -0.833  4.331
C  1.247  -1.857  5.108
C  1.330  -3.114  4.547
C  0.888  -3.354  3.241
C  0.364  -2.339  2.470
C  0.285  -1.059  3.018
N  -0.215  0.065  2.394
C  -0.211  1.106  3.179
C  -0.747  2.401  2.762
C  -0.743  3.509  3.615
C  -1.269  4.715  3.191
C  -1.804  4.844  1.918
C  -1.822  3.755  1.048
C  -1.297  2.573  1.498
H  1.568  -1.676  6.122
H  1.738  -3.927  5.129
H  0.950  -4.353  2.838
H  0.018  -2.523  1.463
H  -0.331  3.416  4.611
H  -1.267  5.562  3.862
H  -2.229  5.783  1.594
H  -2.269  3.851  0.069
C  -2.326  -5.154  -3.588
O  -1.116  -5.332  -2.860
C  -0.550  -4.273  -2.284
C  0.643  -4.569  -1.552
C  1.295  -3.581  -0.908
C  0.870  -2.205  -0.969
C  1.653  -1.232  -0.360
C  2.723  -1.557  0.631
O  1.466  0.046  -0.582
C  -0.363  -1.914  -1.701
O  -0.904  -0.765  -1.753
C  -1.035  -2.988  -2.338
H  -2.625  -6.148  -3.910
H  -2.162  -4.513  -4.455
H  -3.098  -4.722  -2.948
H  0.994  -5.587  -1.546
H  2.203  -3.826  -0.381
H  2.593  -2.530  1.087
H  2.690  -0.802  1.412
H  3.704  -1.509  0.159
H  -1.937  -2.728  -2.868
F  -3.695  1.013  -0.554
Sb  -5.291  2.053  0.006
F  -5.875  0.447  0.820
F  -4.255  2.378  1.583
F  -6.730  3.053  0.648
F  -4.448  3.563  -0.769
F  -6.117  1.597  -1.610
C  0.947  2.487  -1.816
Si  2.341  1.394  -1.226
C  3.281  0.713  -2.745
C  4.150  -0.501  -2.395
C  2.231  0.286  -3.780
C  4.171  1.783  -3.389
C  3.315  2.288  0.158
C  4.264  1.403  0.980
C  4.147  3.420  -0.466
C  2.305  2.917  1.130
H  1.304  3.197  -2.561
H  0.498  3.065  -1.016
H  0.174  1.896  -2.304
H  3.557  -1.337  -2.027
H  4.910  -0.257  -1.653
H  4.670  -0.851  -3.287
H  1.503  -0.407  -3.365
H  2.728  -0.205  -4.618
H  1.693  1.147  -4.174
H  5.067  1.973  -2.806
H  3.648  2.727  -3.530
H  4.488  1.435  -4.374
H  4.836  0.707  0.368
H  3.730  0.839  1.740
H  4.983  2.037  1.502
H  5.061  3.041  -0.915
H  4.434  4.125  0.317
H  3.603  3.978  -1.226
H  1.607  2.178  1.524
H  1.728  3.712  0.667
H  2.838  3.353  1.977
C  -4.831  -2.643  2.589
C  -4.612  -1.357  3.049
C  -3.643  -0.586  2.433
N  -2.925  -1.043  1.408
C  -3.144  -2.278  0.951
C  -4.079  -3.116  1.523
H  -5.584  -3.267  3.047
H  -5.195  -0.936  3.854
H  -3.450  0.428  2.752
H  -2.556  -2.590  0.097
H  -4.221  -4.112  1.133
Cl  -3.244  2.096  -3.449
C  -3.128  0.547  -4.300
Cl  -4.347  -0.608  -3.739
H  -2.150  0.119  -4.106
H  -3.294  0.728  -5.360

Entry 3:
This record from the OMol25 dataset describes C37H45CrF4Ge2N3O7S as an isolated structure. The level of theory is ωB97M-V with the def2-TZVPD basis set.

Summary:
M = 949.06 Da
Lowest unoccupied orbital energy (spin up / spin down) = -2.7 / -2.7 eV
Spin multiplicity = 6
Total charge = +1
Strongest force on any atom = 0.5 eV/Å
Energy above the lowest of the compared OMol25 structures with the same formula, charge and spin = 0.0 kcal per mole

Element x y z (Å)
Cr  1.965  0.433  0.904
F  -2.100  5.668  0.848
C  -2.385  4.387  0.479
C  -1.487  3.396  0.777
C  -1.789  2.065  0.403
C  -0.868  1.028  0.643
O  0.260  1.270  1.245
C  -1.243  -0.297  0.247
C  -2.471  -0.532  -0.292
N  -3.355  0.462  -0.545
C  -4.660  0.168  -1.073
C  -4.958  0.458  -2.516
C  -4.845  -0.960  -2.035
C  -3.042  1.801  -0.226
C  -3.912  2.828  -0.516
C  -3.585  4.159  -0.176
N  -4.484  5.224  -0.518
C  -5.154  5.818  0.627
C  -6.301  6.688  0.152
N  -5.742  7.742  -0.768
C  -5.021  7.118  -1.936
C  -3.914  6.242  -1.382
C  -0.373  -1.461  0.389
O  -0.831  -2.605  0.406
O  0.955  -1.359  0.404
H  -0.556  3.613  1.277
H  -2.779  -1.534  -0.545
H  -5.460  0.356  -0.364
H  -4.141  0.841  -3.112
H  -5.933  0.852  -2.767
H  -3.980  -1.523  -2.352
H  -5.745  -1.549  -1.931
H  -4.846  2.647  -1.027
H  -4.466  6.417  1.247
H  -5.558  5.027  1.258
H  -6.818  7.192  0.967
H  -7.007  6.106  -0.438
H  -5.066  8.303  -0.242
H  -6.476  8.375  -1.086
H  -4.643  7.922  -2.564
H  -5.758  6.530  -2.479
H  -3.180  6.877  -0.861
H  -3.397  5.761  -2.211
C  6.221  -0.869  1.082
C  5.909  -0.364  2.505
C  4.556  0.319  2.376
O  3.930  -0.294  1.218
C  4.997  -0.497  0.248
H  6.369  -1.944  1.088
H  7.116  -0.408  0.669
H  6.654  0.344  2.863
H  5.867  -1.192  3.211
H  4.656  1.388  2.192
H  3.890  0.157  3.223
H  5.145  0.440  -0.288
H  4.669  -1.275  -0.433
F  3.555  5.157  0.199
C  2.596  4.448  -0.389
F  1.436  4.729  0.207
F  2.511  4.811  -1.668
S  2.983  2.653  -0.281
O  4.350  2.554  -0.703
O  1.994  1.970  -1.095
O  2.773  2.342  1.158
C  2.324  -2.752  3.527
Ge  1.283  -4.133  2.600
C  -0.556  -4.128  3.249
C  2.062  -5.917  2.777
Ge  1.300  -3.468  0.244
C  3.124  -3.393  -0.472
C  4.153  -3.832  0.362
C  5.408  -4.139  -0.149
C  5.661  -3.976  -1.502
C  4.655  -3.515  -2.343
C  3.394  -3.247  -1.835
C  0.318  -4.343  -1.190
C  0.006  -3.696  -2.385
C  -0.687  -4.363  -3.385
C  -1.075  -5.684  -3.202
C  -0.780  -6.331  -2.012
C  -0.093  -5.660  -1.008
H  1.991  -2.681  4.563
H  2.159  -1.786  3.047
H  3.392  -2.967  3.516
H  -0.617  -4.685  4.184
H  -1.222  -4.581  2.517
H  -0.889  -3.106  3.422
H  2.114  -6.200  3.829
H  3.063  -5.966  2.352
H  1.433  -6.641  2.259
H  3.976  -3.950  1.425
H  6.188  -4.501  0.508
H  6.637  -4.215  -1.903
H  4.849  -3.387  -3.400
H  2.616  -2.925  -2.514
H  0.283  -2.659  -2.539
H  -0.922  -3.852  -4.310
H  -1.610  -6.205  -3.985
H  -1.088  -7.358  -1.862
H  0.125  -6.178  -0.080

Entry 4:
This record from the OMol25 dataset describes C37H45CuN7Si3 as an isolated structure. The level of theory is ωB97M-V with the def2-TZVPD basis set.

Summary:
M = 735.62 Da
Lowest unoccupied orbital energy (spin up / spin down) = -0.4 / -0.4 eV
Spin multiplicity = 2
Strongest force on any atom = 0.6 eV/Å
Energy above the lowest of the compared OMol25 structures with the same formula, charge and spin = 27.7 kcal per mole

Element x y z (Å)
Cu  -0.086  0.398  -0.111
C  2.366  0.251  -3.386
Si  2.802  1.037  -1.728
C  2.444  2.859  -2.014
C  4.687  1.031  -1.553
C  1.996  0.112  -0.291
Si  2.248  -1.736  -0.517
C  2.066  -2.736  1.089
C  3.981  -2.237  -1.087
C  1.117  -2.455  -1.849
Si  2.605  0.721  1.346
C  4.187  -0.086  1.970
C  2.864  2.575  1.480
C  1.282  0.422  2.698
C  1.540  -0.025  3.994
C  0.514  -0.076  4.923
C  -0.755  0.341  4.548
C  -0.943  0.761  3.241
N  0.037  0.787  2.341
H  2.656  0.933  -4.189
H  1.289  0.088  -3.461
H  2.865  -0.701  -3.566
H  3.183  3.200  -2.747
H  2.538  3.477  -1.124
H  1.450  3.019  -2.428
H  5.120  1.529  -2.425
H  5.134  0.043  -1.477
H  4.993  1.605  -0.675
H  3.048  -3.113  1.384
H  1.407  -3.595  0.955
H  1.678  -2.153  1.925
H  4.754  -1.900  -0.396
H  4.224  -1.865  -2.083
H  4.031  -3.329  -1.125
H  0.152  -1.945  -1.901
H  0.933  -3.511  -1.644
H  1.587  -2.385  -2.829
H  4.967  -0.012  1.210
H  4.062  -1.142  2.216
H  4.551  0.433  2.861
H  3.667  2.935  0.836
H  3.125  2.826  2.511
H  1.948  3.102  1.213
H  2.542  -0.331  4.266
H  0.699  -0.429  5.930
H  -1.580  0.335  5.247
H  -1.921  1.079  2.893
N  -0.762  10.306  -0.194
C  -0.681  9.160  -0.209
C  -0.583  7.725  -0.229
C  -0.363  7.025  0.956
C  -0.275  5.647  0.935
C  -0.405  4.940  -0.265
C  -0.620  5.656  -1.448
C  -0.709  7.034  -1.433
C  -0.307  3.514  -0.283
C  -0.152  2.310  -0.345
H  -0.263  7.569  1.886
H  -0.102  5.098  1.851
H  -0.713  5.113  -2.379
H  -0.875  7.583  -2.349
N  -4.295  -0.280  -0.549
C  -4.275  1.003  -0.051
C  -2.965  1.298  0.141
N  -2.187  0.214  -0.220
C  -3.023  -0.711  -0.631
H  -5.109  -0.808  -0.811
H  -5.170  1.575  0.109
H  -2.508  2.207  0.489
H  -2.757  -1.686  -0.993
C  -1.767  -3.382  2.773
C  -1.184  -2.411  1.978
N  -0.954  -2.570  0.673
C  -1.287  -3.740  0.139
C  -1.866  -4.790  0.848
C  -2.128  -4.587  2.195
C  -2.240  -6.053  0.177
C  -1.467  -6.888  -0.516
C  -0.005  -6.851  -0.696
C  0.599  -7.733  -1.585
C  1.976  -7.686  -1.689
N  2.717  -6.847  -0.970
C  2.044  -6.048  -0.148
N  0.730  -6.002  0.027
H  -1.929  -3.191  3.825
H  -0.890  -1.464  2.404
H  -1.083  -3.864  -0.919
H  -2.585  -5.372  2.785
H  -3.291  -6.317  0.257
H  -1.951  -7.739  -0.982
H  0.013  -8.428  -2.171
H  2.508  -8.344  -2.367
H  2.631  -5.356  0.446

Entry 5:
This record from the OMol25 dataset describes C37H45N3O4RbSSb as an isolated structure at a distorted geometry. The level of theory is ωB97M-V with the def2-TZVPD basis set.

Summary:
M = 835.08 Da
Lowest unoccupied orbital energy = 3.8 eV
Total charge = -2
Strongest force on any atom = 4.2 eV/Å

Element x y z (Å)
Rb  1.353  -0.128  0.594
S  -0.981  -2.015  1.828
C  -0.494  -1.246  3.258
C  -1.414  -1.266  4.353
C  -1.021  -0.741  5.553
C  0.258  -0.267  5.733
C  1.146  -0.366  4.647
N  0.735  -0.732  3.418
H  -2.378  -1.733  4.200
H  -1.700  -0.760  6.410
H  0.623  0.113  6.671
H  2.196  -0.118  4.746
C  -0.910  -5.263  -2.990
C  0.031  -5.070  -3.972
C  0.858  -3.939  -4.029
C  0.678  -2.963  -3.053
C  -0.216  -3.176  -1.984
C  -1.016  -4.310  -1.966
N  1.441  -1.813  -3.210
N  1.577  -0.969  -2.261
C  2.358  0.150  -2.544
C  2.907  0.267  -3.881
C  3.660  1.360  -4.146
C  3.895  2.316  -3.169
C  3.298  2.190  -1.904
C  2.551  1.120  -1.588
H  -1.607  -6.084  -3.106
H  0.128  -5.779  -4.801
H  1.621  -3.790  -4.802
H  -0.288  -2.414  -1.223
H  -1.599  -4.552  -1.093
H  2.648  -0.516  -4.611
H  4.120  1.543  -5.140
H  4.501  3.197  -3.366
H  3.504  2.993  -1.195
O  5.802  -1.290  1.482
C  4.599  -1.657  1.409
O  3.605  -1.053  1.888
C  4.363  -2.973  0.663
C  5.510  -3.581  0.057
C  5.398  -4.825  -0.565
C  4.141  -5.416  -0.651
O  3.809  -6.595  -1.303
C  2.382  -6.728  -1.078
O  1.925  -5.623  -0.257
C  3.016  -4.827  -0.047
C  3.106  -3.597  0.585
H  6.481  -3.109  0.116
H  6.254  -5.294  -1.026
H  2.264  -7.653  -0.498
H  1.876  -6.757  -2.057
H  2.272  -3.166  1.097
C  -4.290  4.229  2.294
C  -2.865  3.701  2.542
C  -2.880  2.570  3.620
C  -1.911  4.834  2.886
Sb  -2.176  2.779  0.606
C  -0.779  3.951  -0.861
C  0.496  4.192  -0.089
C  -1.667  5.165  -1.080
C  -0.561  3.095  -2.125
C  -3.652  1.114  -0.290
C  -4.452  2.020  -1.177
C  -4.332  0.522  0.931
C  -2.780  0.116  -0.983
H  -4.597  4.879  3.146
H  -4.976  3.387  2.206
H  -4.415  4.819  1.372
H  -3.250  2.912  4.602
H  -1.909  2.044  3.744
H  -3.563  1.772  3.281
H  -2.300  5.467  3.688
H  -1.788  5.527  2.027
H  -0.892  4.423  3.112
H  0.260  4.582  0.915
H  1.084  4.951  -0.601
H  1.113  3.280  -0.024
H  -1.681  5.817  -0.195
H  -2.718  4.965  -1.342
H  -1.262  5.772  -1.913
H  -0.006  2.168  -1.893
H  0.055  3.648  -2.874
H  -1.445  2.831  -2.702
H  -4.904  2.863  -0.609
H  -5.303  1.535  -1.716
H  -3.840  2.460  -1.987
H  -4.683  1.328  1.597
H  -3.586  -0.081  1.507
H  -5.191  -0.169  0.657
H  -2.322  0.486  -1.931
H  -3.335  -0.821  -1.232
H  -1.961  -0.228  -0.302